The following is a quantum chemistry calculation of a structure of composition C39H46CoFN5O3P, from OMol25.

## Properties
Orbital gap (spin up / spin down): 5.56 / 6.55 eV
Net charge: +1
Energy relative to the best compared isomer or geometry (same formula, charge and spin): 4.175 eV
HOMO energy (spin up / spin down): -7.89 / -8.92 eV
Multiplicity: 4

Atoms and positions in Å:
Co -1.03035 1.29355 0.04515
C -4.06373 1.18833 -0.08983
C -4.33487 2.52676 0.59220
C -3.24511 3.26508 1.33648
C -3.61479 4.15811 2.34089
C -2.65159 4.94315 2.94515
C -1.33504 4.82832 2.52373
C -1.04713 3.90300 1.54055
N -1.97013 3.12053 0.96812
N -2.94654 1.10435 -1.05753
C -3.00796 -0.24148 -1.64082
C -1.77027 -0.69549 -2.41704
C -1.73698 -2.23768 -2.56358
C -1.80066 -2.74741 -3.96595
C -1.78756 -1.90914 -4.99250
C -1.66514 -0.46372 -4.75180
N -1.63611 0.09899 -3.61600
C -2.99018 2.18884 -2.05040
C -1.63808 2.72546 -2.45498
C -1.52235 3.48716 -3.61131
C -0.29166 4.01639 -3.94396
C 0.79171 3.76148 -3.11375
C 0.58927 2.99405 -1.98474
N -0.60653 2.49351 -1.64877
H -5.00484 0.90464 -0.58663
H -3.86363 0.43347 0.66768
H -5.15217 2.33491 1.29180
H -4.76083 3.23192 -0.12777
H -4.65428 4.23822 2.63172
H -2.92358 5.64028 3.72668
H -0.54888 5.43383 2.95216
H -0.03118 3.76019 1.18938
H -3.88346 -0.35229 -2.30035
H -3.12701 -0.93757 -0.80734
H -2.53107 -2.69147 -1.96481
H -1.83055 -3.82144 -4.09789
H -1.81744 -2.25886 -6.01531
H -1.56645 0.18466 -5.62041
H -3.52881 3.02910 -1.61420
H -3.54462 1.88939 -2.94588
H -2.38914 3.64633 -4.24022
H -0.17321 4.61288 -4.83911
H 1.77703 4.14604 -3.33562
H 1.40313 2.74700 -1.31682
C 3.43512 -5.23334 -1.40644
C 3.94123 -4.31398 -0.30373
C 5.45642 -4.20311 -0.36566
C 5.97034 -3.33384 0.76461
C 5.29466 -1.99207 0.73063
C 5.91968 -0.87996 1.23688
C 5.28655 0.36294 1.21181
F 5.94497 1.42220 1.71681
C 4.03898 0.51701 0.69583
C 3.37455 -0.60478 0.16895
C 2.02210 -0.40647 -0.34479
O 1.45130 0.68491 -0.25993
C 1.40725 -1.59041 -0.93439
C 2.09130 -2.80682 -0.87991
N 3.34506 -2.95486 -0.37568
C 4.00085 -1.86360 0.16687
C 0.15018 -1.53119 -1.51613
O -0.48400 -2.63770 -1.98017
O -0.62492 -0.42725 -1.60209
H 4.03723 -6.14120 -1.39496
H 3.54430 -4.76490 -2.38580
H 2.39892 -5.53901 -1.27301
H 3.66418 -4.73844 0.66845
H 5.74463 -3.78504 -1.33476
H 5.87815 -5.20617 -0.30260
H 7.05118 -3.20573 0.70649
H 5.76247 -3.82455 1.72094
H 6.91417 -0.95487 1.65888
H 3.54342 1.47673 0.68196
H 1.62867 -3.69149 -1.27902
C -2.57516 -0.55447 4.38383
C -2.60308 0.00397 2.96367
P -0.99188 0.22903 2.08955
C -0.24298 -1.44344 2.25162
C -1.08865 -2.52824 1.59184
C -0.04055 1.16531 3.35203
C 1.40521 1.41712 2.94130
H -3.59008 -0.67124 4.76596
H -2.04426 0.10373 5.07020
H -2.09880 -1.53510 4.42160
H -3.09075 0.98417 2.95143
H -3.21450 -0.64569 2.33152
H -0.07464 -1.67701 3.30636
H 0.74216 -1.39312 1.78271
H -1.33519 -2.26237 0.56181
H -2.02516 -2.68487 2.13049
H -0.56043 -3.48230 1.56795
H -0.07304 0.62999 4.30319
H -0.56892 2.11198 3.50200
H 1.95535 0.48036 2.82803
H 1.92592 2.01105 3.69367
H 1.46334 1.93474 1.98286